Here is a structure of composition C7H14PSY at a distorted geometry from the OMol25 dataset. Energies are from wB97M-V/def2-TZVPD.

XYZ file:
```
24
Properties=species:S:1:pos:R:3:forces:R:3:lowdin_charge:R:1
C -0.78087 1.34034 -1.17171 1.70 0.78 -0.09 -0.25
C -1.41873 2.28699 -2.01747 0.68 0.01 0.43 -0.20
C -0.44795 3.24579 -2.43654 0.32 -0.98 0.65 -0.17
C 0.81529 2.89286 -1.87002 -0.72 -0.13 0.25 -0.20
C 0.64807 1.72959 -1.07473 -1.93 -0.27 -0.23 -0.24
Y 0.22297 -0.28935 1.94203 -0.85 2.04 -0.50 0.97
P 0.04866 -2.98294 1.14838 -0.15 -1.95 -0.94 0.68
H -1.24304 0.45375 -0.72652 -0.04 -0.02 -0.12 0.03
H -2.47463 2.27732 -2.28724 0.32 0.02 0.05 0.07
H -0.63581 4.09251 -3.09260 0.06 -0.23 0.13 0.07
H 1.43042 1.19758 -0.52390 0.08 -0.05 -0.21 0.03
H 1.75540 3.42268 -2.01862 -0.29 -0.12 0.05 0.07
H 1.15088 -3.48509 0.36063 -0.63 0.28 0.47 -0.09
H -1.01832 -3.29063 0.22398 0.61 0.17 0.54 -0.09
H -0.10754 -4.09779 2.03999 0.08 0.58 -0.40 -0.10
C -1.09983 2.01302 2.40788 0.08 0.66 0.04 -0.60
S -1.37282 0.68891 3.63574 0.13 -0.54 -0.32 0.35
C 2.11116 -0.06909 3.11111 0.42 -0.15 0.08 -0.34
H -1.91709 2.10182 1.68448 0.32 -0.06 0.07 0.03
H -0.13197 1.96219 1.82126 -0.61 0.23 0.19 -0.01
H -1.01404 2.95872 2.96136 0.07 -0.30 -0.26 0.04
H 2.24058 0.99621 3.35807 0.11 -0.21 -0.03 -0.01
H 2.05509 -0.62551 4.05833 0.17 0.10 -0.12 -0.02
H 2.97683 -0.41527 2.52372 0.06 0.12 0.27 -0.02
```
Positions in Å, forces in eV/Å.

The strongest force on any atom is 2.3 eV/Å. Its energy relative to the best compared isomer or geometry (same formula, charge and spin) is 0.0 kJ/mol. The value obtained for the HOMO energy is -6.10 eV. Its HOMO-LUMO gap is 4.767 eV. The calculation puts the total energy at -1052.81971 Eh.



Here is the molecule C7H14S at a distorted geometry from the OMol25 dataset. Energies are from wB97M-V/def2-TZVPD.

XYZ file:
```
22
Properties=species:S:1:pos:R:3:forces:R:3:lowdin_charge:R:1
C -2.10240 0.25009 -1.59224 -0.11 -0.24 0.63 -0.12
C -0.98589 -0.68581 -2.01393 0.25 -0.82 -0.62 -0.27
C 0.38610 -0.35840 -1.38146 -0.63 -0.06 0.63 -0.20
C 0.44184 -0.84846 0.06492 -0.09 -0.17 -0.65 -0.08
C 0.55484 -0.11394 1.16707 0.42 0.19 0.25 -0.40
C 0.74628 -0.74675 2.52516 -1.22 -0.27 -0.06 -0.07
C 0.59273 1.38568 1.10683 0.16 -0.38 -0.05 -0.52
H -3.02201 0.07924 -2.15123 0.03 -0.03 -0.05 0.07
H -1.81050 1.28679 -1.72124 0.03 0.25 -0.09 0.07
H -2.33649 0.10112 -0.52635 0.06 0.12 -0.25 0.08
H -1.25641 -1.73819 -1.75274 0.17 0.66 -0.14 0.11
H -0.88463 -0.68905 -3.11790 -0.04 0.14 0.47 0.11
H 0.54494 0.72693 -1.39273 0.04 -0.23 -0.23 0.09
H 1.17874 -0.80259 -1.99774 -0.08 -0.06 0.34 0.11
H 0.31347 -1.92322 0.22011 0.29 0.10 -0.24 0.11
H 1.59793 -0.32894 3.05511 0.12 0.00 -0.05 0.06
H -0.16139 -0.57457 3.15020 0.59 -0.07 -0.25 0.09
H 0.85838 -1.83299 2.40048 0.09 0.32 0.21 0.08
H 0.17526 1.71378 0.16478 0.13 0.33 -0.09 0.05
H -0.02639 1.81633 1.88740 0.02 0.08 0.26 0.08
H 2.91906 1.24050 0.51798 -0.18 0.07 0.06 -0.14
S 2.27653 2.04246 1.38751 -0.05 0.08 -0.09 0.70
```
Positions in Å, forces in eV/Å.

The strongest force on any atom is 1.3 eV/Å. Its energy relative to the best compared isomer or geometry (same formula, charge and spin) is 41.7 kJ/mol. Its SMILES is CCC/C=C(/C)CS. The value obtained for the HOMO energy is -8.91 eV. Its HOMO-LUMO gap is 9.827 eV. The calculation puts the total energy at -673.28054 Eh.



Here is a structure of composition C7H14Si at a distorted geometry from the OMol25 dataset. Energies are from wB97M-V/def2-TZVPD.

XYZ file:
```
22
Properties=species:S:1:pos:R:3:forces:R:3:lowdin_charge:R:1
C -0.99013 -0.38178 -0.27481 0.46 -1.47 0.82 -0.36
C -0.02627 -0.59778 0.65498 -0.17 4.56 -1.31 -0.22
C -1.09491 0.96298 -0.94378 -0.98 0.44 0.32 -0.18
C -0.41483 2.04077 -0.10902 -1.53 -1.58 1.81 -0.20
C 0.71145 1.31165 0.53107 -0.78 -3.61 3.36 -0.25
C -1.80197 -1.51074 -0.94384 0.79 1.45 -0.17 -0.06
C 2.01721 1.20379 -0.18670 -0.12 0.17 -1.74 -0.11
Si 0.64870 -1.98023 1.72097 0.35 2.10 0.11 0.62
H -0.53743 0.78264 -1.85247 -0.09 0.42 -0.79 0.12
H -2.13086 1.29847 -1.14759 0.40 -0.62 -0.34 0.12
H -0.04624 2.79285 -0.69558 1.00 2.00 -1.84 0.07
H -1.13788 2.57983 0.60051 1.00 -1.22 -0.65 0.14
H 0.69898 1.42085 1.64842 0.89 0.47 -1.16 0.11
H -2.38772 -1.10539 -1.75990 -0.35 0.24 -0.07 0.06
H -2.49166 -1.95841 -0.24209 0.22 -0.74 0.01 0.07
H -1.04337 -2.10670 -1.46163 -0.46 -0.78 0.56 0.08
H 1.96990 0.86039 -1.26354 -0.48 0.08 1.10 0.10
H 2.77892 0.62329 0.26247 0.35 -1.10 0.85 0.05
H 2.51972 2.14042 -0.28304 0.13 1.27 0.02 0.06
H -0.18096 -2.13921 2.97082 0.44 -0.06 -0.40 -0.08
H 2.13434 -1.58709 2.07920 -1.37 -0.68 -0.33 -0.05
H 0.42340 -3.02439 0.76905 0.31 -1.33 -0.15 -0.10
```
Positions in Å, forces in eV/Å.

The strongest force on any atom is 5.0 eV/Å. Its energy relative to the best compared isomer or geometry (same formula, charge and spin) is 181.2 kJ/mol. The value obtained for the HOMO energy is -8.23 eV. Its HOMO-LUMO gap is 9.208 eV. The calculation puts the total energy at -564.47939 Eh.